The following is a DFT calculation (the ωB97M-V functional and the def2-TZVPD basis) of C23H27N3O5 in the gas phase at a distorted geometry.

Last column: natural (NBO) charge in e.
Element x y z (Å)
1 C 2.46072 -2.79920 0.25782  -0.253
2 H 2.69742 -1.86039 -0.25339  0.180
3 O 1.36737 -3.44564 -0.34594  -0.538
4 C 0.22586 -2.64613 -0.54126  -0.063
5 C -0.57791 -2.44625 0.76152  -0.065
6 N -1.51264 -1.34392 0.66765  -0.333
7 C -2.49654 -1.15621 -0.25286  0.252
8 C -3.13095 0.04696 0.03289  -0.273
9 C -2.50171 0.57906 1.19095  -0.277
10 C -1.52883 -0.29807 1.56629  0.141
11 C -0.60581 -0.19681 2.73156  -0.647
12 H -0.87948 0.67552 3.32010  0.230
13 H 0.43280 -0.08459 2.41305  0.215
14 H -0.67579 -1.07201 3.37764  0.220
15 H -2.77506 1.47937 1.70514  0.221
16 C -4.14734 0.67182 -0.79221  0.573
17 O -5.01162 0.08585 -1.40739  -0.550
18 C -4.06410 2.20609 -0.90216  -0.176
19 H -4.31132 2.47175 -1.93540  0.223
20 H -4.78455 2.66987 -0.22460  0.218
21 O -2.79632 2.72884 -0.53755  -0.509
22 C -1.74213 2.20742 -1.18448  0.773
23 O -1.81588 1.52126 -2.16889  -0.560
24 C -0.47152 2.57611 -0.50378  0.130
25 N 0.49706 1.76796 -0.68087  -0.176
26 N 1.70178 1.97170 -0.10881  -0.314
27 C 1.91525 2.90425 0.89090  0.679
28 O 3.01373 3.18334 1.30855  -0.567
29 C 0.63918 3.49647 1.46023  -0.492
30 C -0.37328 3.79656 0.36175  -0.466
31 H -0.03462 4.63685 -0.25437  0.232
32 H -1.34624 4.05442 0.77682  0.252
33 H 0.22384 2.75504 2.15079  0.232
34 H 0.90099 4.38676 2.03177  0.246
35 C 2.72789 1.14606 -0.64094  0.213
36 C 2.57237 0.66432 -1.93839  -0.243
37 C 3.54217 -0.14825 -2.49416  -0.207
38 C 4.67511 -0.48016 -1.76884  -0.226
39 C 4.82249 -0.00754 -0.47603  -0.195
40 C 3.85219 0.79657 0.09750  -0.253
41 H 3.98163 1.15598 1.10434  0.243
42 H 5.69763 -0.26906 0.09925  0.216
43 H 5.43668 -1.10635 -2.20785  0.216
44 H 3.41413 -0.51762 -3.50027  0.219
45 H 1.68587 0.92813 -2.49355  0.243
46 C -2.76387 -2.01345 -1.43539  -0.670
47 H -2.74557 -3.07229 -1.19345  0.214
48 H -2.03074 -1.81634 -2.21759  0.229
49 H -3.74694 -1.76201 -1.82361  0.267
50 C -1.25324 -3.74184 1.21188  -0.615
51 H -0.50388 -4.52730 1.26440  0.228
52 H -1.70453 -3.61311 2.19326  0.213
53 H -2.02756 -4.04999 0.51648  0.208
54 H 0.14653 -2.16568 1.53105  0.215
55 H -0.36672 -3.18815 -1.27882  0.192
56 H 0.50359 -1.66261 -0.94917  0.184
57 H 3.30355 -3.48171 0.16794  0.196
58 H 2.28884 -2.59164 1.32053  0.155

* E_tot: -1433.094758 hartree
* spin multiplicity: 1
* energy above the lowest of the compared OMol25 structures with the same formula, charge and spin: 79.7 kcal/mol
* molecular weight: 425.5 g/mol
* E_HOMO: -8.109 eV